Record 1
Below is a 5-piece molecular cluster, C33H41BF32N3O6S overall at a distorted geometry, with properties calculated with ωB97M-V/def2-TZVPD.

Values from the calculation:
Multiplicity: 1
Charge: +1
LUMO level in eV: -2.93
Orbital gap in eV: 8.9

Geometry as XYZ:
```
117
Properties=species:S:1:pos:R:3:forces:R:3:lowdin_charge:R:1
S -1.79813 1.16728 -0.20789 0.18 -0.04 -0.05 0.7940
F 5.78533 -8.02140 -5.32713 0.10 0.00 0.00 0.1483
F 1.01305 -4.14122 -1.43319 -0.06 -0.09 -0.06 0.1400
F 1.88958 9.41483 0.61812 0.20 0.00 0.11 0.1119
F -2.85919 -4.37815 -1.19357 -0.06 -0.08 0.14 0.1757
F 5.81288 3.69644 -3.77090 -0.08 -0.09 0.05 0.1015
F 4.23764 2.98990 -6.82354 0.01 0.12 0.02 0.1461
F 5.98442 -0.93120 -3.16173 -0.25 -0.08 0.07 0.1051
F 4.80655 -2.11965 -7.38800 -0.02 0.05 0.03 0.0899
F -3.09815 -3.60665 0.82505 -0.06 -0.13 0.10 0.0969
F 0.97213 -2.59318 -2.96478 -0.15 0.08 -0.19 0.1107
F 5.58922 -4.11957 -7.77126 0.05 -0.07 0.14 0.1087
F 0.69625 7.87575 3.54065 -0.03 -0.16 -0.11 0.0933
F 1.28653 5.36848 2.71812 -0.15 -0.01 0.05 0.1557
F 6.73720 1.11013 -3.27695 -0.07 0.07 0.10 0.1381
F -1.23199 4.38259 2.97250 0.07 0.18 -0.12 0.0603
F -0.08855 8.54470 0.90498 -0.02 -0.01 0.12 0.1332
F 8.04924 -7.01601 -6.49100 -0.09 -0.04 0.02 0.1053
F 5.27652 0.58207 -1.06236 0.03 -0.05 -0.07 0.0939
F 5.38713 -3.32016 -5.06618 0.02 0.07 -0.08 0.1307
F 5.39482 -6.69762 -6.99746 0.14 0.08 0.02 0.1510
F 4.52984 4.98857 -4.97803 -0.04 -0.06 -0.05 0.0972
F -1.04614 -5.46648 -2.85550 0.00 0.08 0.16 0.1042
F 0.81100 9.98421 3.00602 0.00 -0.02 -0.10 0.1032
F 7.43654 -4.99062 -5.94692 -0.11 0.02 -0.05 0.1019
F -0.69625 -5.95937 -0.21603 -0.02 0.08 -0.09 0.1245
F 0.80009 -5.07530 -3.95034 0.03 0.03 0.04 0.0996
F -1.33566 6.46391 2.31620 0.13 0.06 0.07 0.1168
F 0.78590 3.90307 1.19845 -0.13 -0.08 0.04 0.1280
F 3.45689 2.49106 -4.86402 0.07 0.12 0.07 0.1426
F 4.20933 1.98787 -2.33750 0.02 0.07 -0.14 0.0948
F -2.64843 -6.30911 0.69765 -0.06 0.12 0.02 0.1140
F 3.25818 -2.98051 -5.39712 -0.15 0.00 -0.18 0.0869
O -1.76863 -2.89559 5.36625 0.02 -0.16 -0.22 0.1803
O 5.38847 1.58302 -5.59643 0.05 0.36 0.63 0.0513
O 0.86776 6.01479 0.59921 -0.42 0.28 0.47 0.0495
O 5.02976 -6.01065 -4.88062 0.43 0.43 -0.35 0.0480
O -0.23863 -1.24780 6.06099 -0.73 0.83 0.05 0.1812
O -1.21626 -3.18390 -0.23688 0.02 -0.45 -0.05 0.0262
N -3.17124 -1.23778 2.21613 0.47 0.46 -0.36 0.1140
N -8.19660 -0.63580 4.08188 0.33 0.07 0.11 -0.0084
N -1.81293 1.69139 2.53708 -0.76 -1.56 -2.32 0.1410
C 0.53318 5.16770 1.62370 0.67 0.26 -0.36 -0.5414
C 5.09104 0.42408 -4.82754 -0.15 -0.37 -0.49 -0.0373
C 4.32603 -3.74787 -5.78089 0.45 -0.31 0.42 -0.4339
C 4.54483 -3.44491 -7.26570 -0.18 0.21 -0.23 -0.3034
C 5.84365 -6.73363 -5.72886 -0.69 -0.07 0.11 -0.5363
C -1.17269 -0.96866 3.70746 -0.20 -0.41 -0.06 0.0057
C 5.61859 0.36333 -3.38082 0.40 0.38 -0.40 -0.4397
C -2.49734 1.36562 4.83073 0.66 0.53 0.00 -0.1179
C 4.64451 0.71672 -2.25329 -0.06 -0.21 0.31 -0.3066
C -0.85207 -2.70689 -1.53908 -0.20 0.56 0.03 -0.0280
C -5.66205 1.62055 5.22006 0.75 0.56 -0.67 -0.1932
C -1.78833 1.43075 1.33756 0.04 0.81 1.91 -0.7450
C -2.62513 -0.52931 3.42166 0.54 -0.15 0.61 -0.2109
C 1.34994 8.76844 2.76898 0.14 0.32 0.18 -0.3055
C -0.27989 -4.49326 -3.38278 0.05 -0.04 -0.41 -0.2992
C -1.63987 -5.42290 0.56666 0.03 -0.26 0.26 -0.2952
C -1.43476 2.10055 5.19485 -0.53 -0.49 0.01 0.0890
C -0.96277 5.23201 1.94251 -0.35 -0.01 0.02 -0.2788
C 0.20818 -3.51061 -2.31366 0.14 -0.13 0.62 -0.4428
C -7.18017 1.42596 5.04985 0.63 -0.90 1.27 -0.1730
C -4.45131 -0.67453 1.67953 -1.25 -0.65 0.13 -0.1013
C -4.97308 2.31903 4.01543 -0.81 0.01 -0.13 -0.1478
C 1.77568 7.10092 0.77848 0.47 -0.22 -0.31 -0.0271
C -2.19065 -4.13778 -0.06452 0.32 0.48 -0.63 -0.5202
C -7.64320 -0.03421 5.31001 -0.43 0.53 -0.74 -0.2604
C -5.16962 0.16288 2.72457 1.50 0.26 -0.72 -0.1161
C 7.30687 -6.29216 -5.62554 0.32 0.01 0.07 -0.2862
C 3.98089 -5.19182 -5.37454 -0.45 -0.39 0.21 -0.0414
C -2.82962 0.98863 3.39219 -0.47 1.71 0.74 -0.3279
C -4.29343 1.39946 2.99636 -0.54 -0.28 0.40 -0.2163
C 5.36264 3.92245 -5.01920 0.17 0.26 0.00 -0.2844
C 4.59672 2.70760 -5.55170 -0.09 -0.72 -0.25 -0.5380
C 1.20542 8.44251 1.27915 -0.47 -0.34 -0.27 -0.4432
B -1.06871 -1.74601 5.09708 0.56 -0.09 0.00 -0.6451
H -1.12523 2.98206 4.66343 0.94 -0.53 -0.80 0.0560
H -5.77924 2.80807 3.47049 -0.04 0.20 -0.13 0.1154
H -7.64290 2.00681 5.84047 -0.27 0.48 -0.25 0.1034
H -9.19634 -0.74843 4.15545 0.00 -0.16 -0.10 0.0673
H -0.38700 -1.74298 -1.33841 0.11 -0.07 0.08 0.1315
H -0.69162 -1.07476 6.89635 0.45 -0.47 0.22 0.1244
H -7.52304 1.74635 4.07619 -0.17 0.09 -0.13 0.0993
H 2.65757 6.79862 1.34221 -0.12 0.02 0.25 0.1474
H -0.87668 1.77392 6.06250 -0.58 0.95 0.87 0.0786
H 4.03436 0.16289 -4.88586 -0.08 0.15 0.20 0.1436
H 3.78408 0.04122 -2.26321 0.01 -0.01 -0.07 0.1679
H -3.29067 -2.22487 2.43557 0.00 0.03 0.03 0.1606
H -5.14684 0.67915 5.39794 -0.17 -0.31 0.16 0.0757
H -0.81800 -1.60816 2.89361 0.18 0.08 -0.14 0.1197
H 5.61541 -0.37388 -5.35116 0.10 0.03 0.05 0.1389
H 2.12824 7.30733 -0.23027 -0.10 0.04 -0.03 0.1503
H -1.55248 4.93912 1.07069 0.10 -0.09 -0.02 0.1743
H -3.13596 1.00694 5.62942 0.39 -1.18 -0.08 0.1150
H -1.20892 -5.21332 1.55001 -0.03 0.06 -0.01 0.1739
H -6.10313 0.46839 2.26900 -0.41 -0.07 0.37 0.1368
H 3.65201 -3.67704 -7.85301 -0.02 -0.02 0.07 0.1745
H -3.21990 -0.86569 4.26408 -0.49 -0.11 -0.12 0.1460
H -4.27665 -0.13726 0.75814 0.39 0.27 -0.04 0.1074
H 3.31190 -5.08770 -4.52200 0.07 0.08 0.05 0.1329
H 6.21182 4.14891 -5.66673 -0.05 -0.04 -0.06 0.1772
H 3.39762 -5.70076 -6.14208 0.17 0.08 -0.22 0.1487
H -7.77417 -1.52668 3.86764 -0.22 -0.13 0.10 0.0545
H -5.29846 -0.44721 3.61069 -0.53 0.03 0.17 0.1104
H -2.45604 -1.21334 1.48181 -0.05 -0.03 -0.02 0.1314
H -4.30849 1.93384 2.04941 0.53 0.14 -0.15 0.1425
H -4.32776 3.13071 4.33109 0.36 -0.04 0.05 0.1165
H 7.67854 -6.44507 -4.61028 -0.07 -0.05 0.00 0.1765
H -0.54527 -0.09096 3.78934 0.22 0.06 -0.30 0.1104
H 2.40347 8.79408 3.06058 0.01 -0.06 -0.04 0.1743
H -1.72763 -2.48686 -2.14905 -0.06 -0.29 -0.06 0.1481
H -0.84569 -3.97646 -4.16318 0.01 0.05 0.05 0.1776
H -5.42985 2.23115 6.08669 -0.19 0.03 0.26 0.1132
H -5.09017 -1.51375 1.42300 0.10 -0.27 -0.14 0.1346
H -1.81746 -3.49835 4.61685 -0.35 0.06 0.10 0.1033
H -8.40774 0.00154 6.07903 -0.12 -0.18 0.17 0.1027
H -6.83057 -0.63451 5.71092 0.15 -0.10 -0.01 0.0988
```
Positions in Å, forces in eV/Å.



Record 2
Below is a 2-piece molecular cluster, C4H14N2O overall, with properties calculated with ωB97M-V/def2-TZVPD.

Values from the calculation:
Multiplicity: 1
SMILES: CCCNCN.O
Energy relative to the best compared isomer or geometry (same formula, charge and spin) in kcal/mol: 25.4
LUMO level in eV: 0.75
Orbital gap in eV: 9.4

Geometry as XYZ:
```
21
Properties=species:S:1:pos:R:3:forces:R:3:nbo_charge:R:1
O -1.26019 -0.59249 3.67521 -0.10 -0.37 0.35 -0.9362
N 0.58416 0.22533 -0.40045 -0.20 -0.20 -0.54 -0.6413
N 1.70693 0.92007 1.63724 0.72 -0.03 0.53 -0.8323
C -0.57150 -1.70034 -2.39181 0.50 0.11 0.52 -0.6110
C -0.34014 -0.22980 -2.65822 -0.17 0.73 -0.62 -0.4016
C 0.62620 1.14042 0.72860 0.05 -0.01 0.03 -0.0503
C -0.39522 0.63672 -1.41484 0.35 0.01 0.66 -0.2157
H 1.71527 0.00263 2.06323 -0.28 0.01 -0.01 0.3546
H -1.41413 -0.17816 4.53433 0.07 0.08 -0.21 0.4705
H 0.18114 -2.09121 -1.70887 0.26 -0.05 -0.05 0.1993
H -0.51326 -2.29791 -3.29168 -0.26 -0.14 -0.18 0.2150
H -1.38087 -1.53517 3.86498 0.05 0.28 -0.18 0.4670
H -1.10103 0.15147 -3.34192 -0.35 -0.10 0.04 0.1983
H -1.50895 -1.83667 -1.86191 -0.40 -0.14 -0.23 0.2009
H 2.61868 1.05374 1.21523 -0.19 0.00 -0.18 0.3558
H -0.14006 1.66664 -1.64984 -0.07 0.19 -0.29 0.1895
H -0.29465 1.13115 1.31495 -0.24 -0.04 0.04 0.1625
H 0.56992 -0.01387 -3.23138 0.23 -0.38 0.44 0.2042
H 0.74436 2.14558 0.32780 -0.07 0.12 -0.11 0.1699
H -1.41452 0.66577 -0.99088 -0.02 -0.12 -0.16 0.1565
H 0.33174 -0.70476 -0.08179 0.12 0.06 0.16 0.3442
```
Positions in Å, forces in eV/Å.